ORCA calculation (ωB97M-V with the def2-TZVPD basis set) on C27H50DyOP2 as an isolated structure in a non-equilibrium geometry.

Atoms and positions in Å:
1 Dy -0.996 1.169 1.605
2 C 0.406 0.872 3.673
3 C 1.220 1.252 2.536
4 C -0.188 3.029 3.062
5 C -0.442 1.979 3.992
6 C 0.913 2.628 2.222
7 C 0.565 -0.338 4.518
8 H 1.545 -0.817 4.380
9 H -0.202 -1.072 4.244
10 H 0.424 -0.136 5.595
11 C -1.296 2.058 5.200
12 H -0.726 1.916 6.141
13 H -2.076 1.274 5.159
14 H -1.806 3.023 5.277
15 C -0.807 4.382 3.129
16 H -1.315 4.527 4.095
17 H -1.568 4.495 2.346
18 H -0.067 5.185 2.991
19 C 1.769 3.568 1.465
20 H 2.557 3.960 2.130
21 H 1.210 4.434 1.093
22 H 2.267 3.095 0.614
23 C 2.315 0.473 1.909
24 H 3.274 0.836 2.319
25 H 2.369 0.596 0.813
26 H 2.217 -0.602 2.114
27 C 0.740 -3.608 0.468
28 C 1.772 -3.267 1.262
29 C 3.187 -3.196 0.817
30 C 3.410 -3.073 -0.721
31 C 3.291 -1.681 -1.268
32 C 2.113 -1.128 -1.591
33 C 0.860 -1.405 -0.834
34 C 0.384 -2.887 -0.829
35 H 3.682 -4.126 1.139
36 H 2.706 -3.763 -1.203
37 H 3.726 -2.373 1.302
38 H 0.740 -3.437 -1.724
39 H 0.044 -4.394 0.809
40 H 1.621 -3.103 2.352
41 H -0.722 -2.889 -0.917
42 H 0.983 -1.049 0.209
43 H 2.048 -0.419 -2.431
44 H 0.050 -0.801 -1.283
45 H 4.423 -3.450 -0.936
46 H 4.223 -1.142 -1.534
47 P -0.630 -0.564 -3.798
48 P -0.859 2.447 -3.991
49 C -1.115 0.025 -5.513
50 C -1.530 1.495 -5.487
51 H -1.945 -0.602 -5.866
52 H -0.276 -0.144 -6.198
53 H -1.265 2.008 -6.418
54 H -2.622 1.550 -5.374
55 C -1.335 4.087 -4.709
56 H -0.847 4.889 -4.140
57 H -2.420 4.214 -4.601
58 H -1.075 4.188 -5.771
59 C 0.934 2.491 -4.475
60 H 1.095 2.591 -5.557
61 H 1.452 1.595 -4.108
62 H 1.372 3.361 -3.965
63 C -2.027 -1.721 -3.461
64 H -2.055 -1.889 -2.375
65 H -1.898 -2.688 -3.974
66 H -2.978 -1.259 -3.768
67 C 0.676 -1.798 -4.291
68 H 0.545 -2.147 -5.335
69 H 0.619 -2.658 -3.600
70 H 1.685 -1.352 -4.211
71 C -2.352 -2.259 4.057
72 C -2.750 -1.650 2.722
73 C -4.208 -1.232 2.725
74 O -1.912 -0.525 2.376
75 H -2.418 -1.517 4.863
76 H -1.336 -2.659 4.024
77 H -3.026 -3.081 4.341
78 H -2.589 -2.396 1.929
79 H -4.435 -0.698 3.656
80 H -4.457 -0.588 1.890
81 H -4.864 -2.108 2.696

Results
gap between HOMO and LUMO (spin up / spin down)	6.02 / 6.07	eV
net charge	+1
HOMO (spin up / spin down)	-10.1227 / -10.1232	eV
multiplicity	6

Charges computed using Löwdin, reported in e:
1 Dy 1.8006
2 C -0.2995
3 C -0.3643
4 C -0.3487
5 C -0.3031
6 C -0.3533
7 C -0.0070
8 H 0.0927
9 H 0.0450
10 H 0.1012
11 C -0.0149
12 H 0.1072
13 H 0.0936
14 H 0.0741
15 C -0.0231
16 H 0.0813
17 H 0.0857
18 H 0.0968
19 C -0.0279
20 H 0.1103
21 H 0.0849
22 H 0.0833
23 C -0.0362
24 H 0.1142
25 H 0.0800
26 H 0.0662
27 C -0.0958
28 C -0.1455
29 C -0.1886
30 C -0.1728
31 C -0.0893
32 C -0.1549
33 C -0.2199
34 C -0.1800
35 H 0.1245
36 H 0.1069
37 H 0.1032
38 H 0.0992
39 H 0.1099
40 H 0.1087
41 H 0.0970
42 H 0.0764
43 H 0.0745
44 H 0.0442
45 H 0.1171
46 H 0.1164
47 P 0.8228
48 P 0.7643
49 C -0.4217
50 C -0.4524
51 H 0.0750
52 H 0.0742
53 H 0.0749
54 H 0.0712
55 C -0.3411
56 H 0.0293
57 H 0.0314
58 H 0.0403
59 C -0.3161
60 H 0.0500
61 H 0.0030
62 H 0.0318
63 C -0.2899
64 H 0.0069
65 H 0.0533
66 H 0.0420
67 C -0.2838
68 H 0.0512
69 H 0.0226
70 H 0.0285
71 C -0.0625
72 C -0.5049
73 C -0.0590
74 O -0.4412
75 H 0.0845
76 H 0.0705
77 H 0.0956
78 H 0.1334
79 H 0.0859
80 H 0.0691
81 H 0.0906